Record 1
The following is a quantum chemistry calculation of one molecule with the formula C19H33BCl3O4P at a distorted geometry, from OMol25.

Properties
Lowest unoccupied orbital energy (eV): -3.06
Calculated total energy (eV): -75962.76830
HOMO-LUMO gap (eV): 6.33
E_HOMO (eV): -9.39

Structure (ORCA input):
```
! wB97M-V def2-TZVPD RIJCOSX def2/J DEFGRID3
* xyz 0 1
Cl -3.36 1.60 -3.88
B -3.36 0.43 -2.43
Cl -3.12 1.55 -0.82
Cl -4.98 -0.42 -2.17
O -2.22 -0.45 -2.51
C -1.79 -1.08 -1.35
C -1.08 -2.38 -1.68
C -1.21 -3.45 -0.80
C -0.51 -4.63 -1.03
C 0.30 -4.75 -2.16
C 0.40 -3.68 -3.07
C -0.30 -2.49 -2.83
H -2.66 -1.29 -0.72
H -1.88 -3.33 0.05
H -0.60 -5.45 -0.31
H 0.87 -5.66 -2.33
H 1.01 -3.77 -3.96
H -0.25 -1.66 -3.53
C 2.06 4.23 -4.31
C 0.82 3.62 -3.69
C 1.09 2.29 -3.02
C -0.21 1.75 -2.44
O 0.12 0.55 -1.78
P -0.60 -0.08 -0.36
O -1.22 -0.96 1.05
C -2.11 -0.63 2.10
C -1.44 -0.95 3.44
C -2.42 -0.73 4.58
C -2.85 0.72 4.78
O 0.95 -0.29 0.28
C 1.54 0.67 1.16
C 2.71 -0.05 1.83
C 3.57 0.83 2.73
C 4.66 -0.03 3.36
H 1.80 5.17 -4.80
H 2.81 4.44 -3.55
H 2.50 3.57 -5.06
H 0.39 4.30 -2.93
H 0.04 3.47 -4.46
H 1.47 1.57 -3.77
H 1.84 2.37 -2.23
H -0.70 2.48 -1.77
H -0.92 1.57 -3.26
H -2.44 0.41 2.05
H -3.00 -1.27 2.00
H -1.11 -2.00 3.44
H -0.54 -0.32 3.56
H -3.30 -1.35 4.39
H -1.97 -1.10 5.50
H -3.44 0.79 5.70
H -1.98 1.37 4.90
H -3.46 1.10 3.96
H 1.89 1.55 0.60
H 0.82 1.00 1.94
H 2.31 -0.88 2.43
H 3.35 -0.50 1.06
H 4.00 1.64 2.13
H 2.94 1.30 3.49
H 5.31 0.57 4.00
H 4.21 -0.82 3.95
H 5.27 -0.49 2.57
*
```


Record 2
The following is a quantum chemistry calculation of C19H33BaN4O8Sb as an isolated structure at a distorted geometry, from OMol25.

Properties
Energy relative to the best compared isomer or geometry (same formula, charge and spin) (eV): 4.272
Lowest unoccupied orbital energy (eV): 4.27
Calculated total energy (eV): -49812.91385
HOMO-LUMO gap (eV): 7.14
E_HOMO (eV): -2.87

Structure (ORCA input):
```
! wB97M-V def2-TZVPD RIJCOSX def2/J DEFGRID3
* xyz -2 1
Ba -1.01 -1.67 0.36
O -1.28 -3.02 -3.02
C -1.62 -2.00 -2.42
O -2.31 -1.92 -1.36
C -1.14 -0.63 -2.97
N 0.13 -0.26 -2.34
C 0.41 1.14 -2.61
C 1.52 1.77 -1.77
N 1.23 1.82 -0.35
C 2.38 1.54 0.49
C 2.02 0.94 1.86
N 1.17 -0.25 1.88
C 1.92 -1.50 1.93
C 2.64 -1.91 0.64
N 1.76 -2.13 -0.52
C 2.26 -1.45 -1.71
C 1.20 -1.16 -2.77
C 1.60 -3.57 -0.79
C 0.89 -4.28 0.39
O 1.40 -5.31 0.85
O -0.18 -3.70 0.75
C 0.32 -0.15 3.08
C -0.71 -1.28 3.27
O -0.64 -1.97 4.29
O -1.61 -1.36 2.37
C 0.62 3.11 -0.03
C 0.32 3.42 1.47
O 1.10 4.23 2.01
O -0.59 2.74 2.02
H -1.89 0.11 -2.70
H -1.06 -0.68 -4.07
H -0.51 1.71 -2.42
H 0.67 1.28 -3.68
H 1.70 2.78 -2.17
H 2.45 1.23 -1.95
H 2.96 2.46 0.69
H 3.04 0.86 -0.04
H 1.53 1.73 2.43
H 2.97 0.73 2.38
H 1.23 -2.29 2.21
H 2.69 -1.44 2.72
H 3.17 -2.84 0.88
H 3.40 -1.17 0.40
H 3.06 -2.04 -2.20
H 2.70 -0.51 -1.39
H 0.74 -2.11 -3.06
H 1.71 -0.76 -3.66
H 2.57 -4.05 -0.98
H 0.95 -3.70 -1.65
H -0.26 0.77 3.00
H 0.93 -0.11 3.99
H -0.33 3.19 -0.57
H 1.28 3.93 -0.38
C -3.20 3.07 -0.09
Sb -2.64 1.03 0.44
C -4.46 0.36 -0.59
C -3.63 1.07 2.34
H -4.22 3.28 0.25
H -3.17 3.20 -1.18
H -2.51 3.77 0.38
H -5.36 0.81 -0.16
H -4.54 -0.73 -0.53
H -4.41 0.62 -1.65
H -4.65 1.46 2.24
H -3.05 1.70 3.01
H -3.65 0.06 2.73
*
```


Record 3
The following is a quantum chemistry calculation of C19H33Br4CaCl3CsMgN5O5PS2 as an isolated structure at a distorted geometry, from OMol25.

Properties
Energy relative to the best compared isomer or geometry (same formula, charge and spin) (eV): 0.000
Lowest unoccupied orbital energy (eV): -1.23
Calculated total energy (eV): -411041.28112
HOMO-LUMO gap (eV): 2.35
E_HOMO (eV): -3.58

Structure (ORCA input):
```
! wB97M-V def2-TZVPD RIJCOSX def2/J DEFGRID3
* xyz -1 1
C -3.73 2.26 0.17
C -2.34 2.87 0.00
P -0.96 1.65 -0.02
C -1.39 0.28 1.25
C -1.21 0.84 2.69
C -0.82 1.08 -1.76
C -1.82 1.28 -2.65
C -1.64 0.90 -3.98
C -2.77 1.13 -4.94
C -3.96 0.25 -4.56
C -3.71 -1.20 -4.95
N -4.85 -1.99 -4.47
N -0.57 0.34 -4.42
N 0.38 0.18 -3.50
C 0.35 0.49 -2.25
C 1.52 0.24 -1.36
C 2.57 -0.73 -1.95
C 3.25 -1.65 -0.93
C 2.15 -2.60 -0.24
S 2.39 -4.43 -0.40
C 3.37 -4.98 1.12
N 4.49 -4.50 1.66
N 4.74 -5.25 2.76
C 3.82 -6.12 2.80
O 2.91 -5.99 1.81
H -3.87 1.80 1.18
H -3.85 1.46 -0.56
H -4.48 3.04 0.05
H -2.18 3.58 0.80
H -2.33 3.37 -0.97
H -0.81 -0.65 1.14
H -2.44 0.02 1.15
H -1.90 0.35 3.37
H -0.21 0.65 3.06
H -1.41 1.92 2.80
H -2.73 1.75 -2.35
H -3.03 2.18 -4.98
H -2.45 0.79 -5.92
H -4.21 0.37 -3.51
H -4.81 0.57 -5.16
H -3.68 -1.25 -6.04
H -2.74 -1.56 -4.55
H -4.63 -2.96 -4.63
H -4.91 -1.83 -3.47
H 1.24 -0.22 -3.85
H 1.16 -0.10 -0.41
H 2.01 1.20 -1.19
H 2.17 -1.36 -2.73
H 3.36 -0.12 -2.38
H 4.00 -2.27 -1.52
H 3.85 -1.06 -0.21
H 1.17 -2.39 -0.65
H 2.10 -2.39 0.82
H 3.68 -6.88 3.53
Br 5.52 -8.36 3.21
Mg -1.57 3.61 3.42
Br -1.54 -3.35 -4.61
Cl 0.17 -3.90 -3.21
Br 2.33 4.75 4.60
C 3.53 3.63 3.59
C 3.37 3.77 2.13
Br 1.75 2.86 1.53
H 3.34 2.62 3.93
H 4.53 3.93 3.90
H 4.20 3.28 1.62
H 3.29 4.80 1.78
Ca -4.48 -0.06 -0.31
O -0.48 1.24 8.59
S -0.05 2.14 7.55
O 0.25 3.56 8.32
O -1.10 2.47 6.60
O 1.18 1.71 6.91
Cs 5.06 -3.70 -0.66
Cl -0.99 -1.48 -0.55
Cl 1.45 4.13 6.94
*
```


What is the formula in the second record? C19H33BaN4O8Sb


The lowest E_HOMO belongs to which entry? C19H33BCl3O4P


Which formula does entry 3 have? C19H33Br4CaCl3CsMgN5O5PS2


Which value of E_HOMO does entry 1 give? -9.39 eV